Entry 1:
Density functional theory data (ωB97M-V/def2-TZVPD) for a cluster of 2 separate species, C3H7FO in total at a distorted geometry.

## Properties
largest force on an atom	5.82	eV Å⁻¹
orbital gap	9.884	eV
energy relative to the best compared isomer or geometry (same formula, charge and spin)	121.6	kcal per mole
charge	0
spin multiplicity	1
total energy	-293.40002	a.u.

Positions of all 12 atoms, in Å:
C -1.4641 -0.6952 -0.3081
C -0.5530 0.1770 0.5077
C 0.7991 -0.5331 0.5840
H -0.8270 -1.0113 -1.0831
H -1.3346 -1.6442 0.2700
H -2.3854 -0.1832 -0.6311
H -0.6151 0.3406 1.7610
H 1.1551 1.5257 -0.2569
H 1.4377 -0.2921 1.4189
H 1.1290 -1.7546 0.3571
O -0.2990 1.3931 -0.0949
F 1.2378 -0.2020 -0.6420

Atomic partial charges in e from the Löwdin method, atoms 1 to 5:
1. C -0.045
2. C -0.539
3. C -0.240
4. H 0.053
5. H 0.099



Entry 2:
Density functional theory data (ωB97M-V/def2-TZVPD) for an isolated molecule of CH2N2OS at a distorted geometry.

## Properties
largest force on an atom	4.59	eV Å⁻¹
orbital gap	9.705	eV
energy relative to the best compared isomer or geometry (same formula, charge and spin)	23.2	kcal per mole
charge	0
spin multiplicity	1
total energy	-622.14067	a.u.

Positions of all 7 atoms, in Å:
C -1.3338 -0.7063 -0.1675
N -1.9381 -1.5762 0.2394
N 1.3127 -0.1327 -0.4036
O -0.5710 1.6121 0.6216
S -0.5104 0.8718 -0.6090
H 1.9412 0.6101 -0.0858
H 1.0994 -0.6787 0.4050

Atomic partial charges in e from the Löwdin method, atoms 1 to 5:
1. C -0.411
2. N 0.110
3. N -0.107
4. O -0.517
5. S 0.938



Entry 3:
Density functional theory data (ωB97M-V/def2-TZVPD) for an isolated molecule of CH4N2O2S at a distorted geometry.

## Properties
SMILES	[H]/N=C/S(N)(=O)=O
largest force on an atom	8.08	eV Å⁻¹
orbital gap	10.150	eV
energy relative to the best compared isomer or geometry (same formula, charge and spin)	92.7	kcal per mole
charge	0
spin multiplicity	1
total energy	-698.52764	a.u.

Positions of all 10 atoms, in Å:
H -1.0883 -0.8727 1.7983
N -0.6518 -0.6838 0.9128
C -1.1623 0.1422 0.1628
S -0.2531 0.2959 -1.4291
N 1.3150 0.0733 -0.9063
O -0.1244 2.0816 -2.0309
O -0.7690 -0.7907 -2.1475
H -2.1677 0.6709 0.1986
H 1.2361 -0.3263 0.0025
H 1.7559 0.9803 -1.0521

Atomic partial charges in e from the Löwdin method, atoms 1 to 5:
1. H 0.079
2. N 0.079
3. C -0.278
4. S 0.803
5. N -0.098



Entry 4:
Density functional theory data (ωB97M-V/def2-TZVPD) for a cluster of 9 separate species, C4H27N3O8 in total at a distorted geometry.

## Properties
SMILES	[H]/N=C\NCCCN.O.O.O.O.O.O.O.O
largest force on an atom	9.39	eV Å⁻¹
orbital gap	9.411	eV
energy relative to the best compared isomer or geometry (same formula, charge and spin)	118.7	kcal per mole
charge	0
spin multiplicity	1
total energy	-934.64429	a.u.

Positions of all 42 atoms, in Å:
H -1.0337 1.7333 0.1863
N -1.8822 1.4764 -0.4318
C -1.8616 1.9066 -1.6107
N -0.8265 2.7257 -2.2062
C 0.3276 3.5152 -1.6673
C 1.6431 2.8030 -1.6715
C 1.9939 2.3037 -0.3980
N 1.3338 1.1677 0.2615
H -2.5247 1.5792 -2.4235
H -0.6725 2.6869 -3.2249
H -0.0711 3.9014 -0.6744
H 0.6079 4.2929 -2.4172
H 1.7202 1.7839 -2.2728
H 2.4808 3.4324 -2.1158
H 3.1429 2.0824 -0.3102
H 1.8486 3.1465 0.4261
H 0.4642 1.5862 0.6824
H 1.0019 0.3474 -0.1865
O 0.3516 -0.4744 2.3810
H 0.8034 0.2801 2.3648
H 0.7278 -1.2174 2.0276
O -2.2427 -2.3907 1.5864
H -1.7115 -2.8619 2.2529
H -2.1782 -1.4726 1.8586
O 0.2717 -3.9292 2.5606
H 0.6096 -3.8471 1.6682
H 1.1270 -3.5484 3.0229
O 3.4561 -1.2490 0.5037
H 3.3266 -0.2960 0.5661
H 2.8536 -1.2438 -0.2400
O -3.2490 -2.4331 -1.6696
H -2.4955 -2.2853 -1.3157
H -3.5226 -1.5149 -1.9195
O -0.3438 -1.9974 -0.5613
H 0.3617 -2.5736 -0.1990
H -1.1037 -2.3973 -0.1296
O -4.4883 1.3232 1.5927
H -3.8403 2.0018 1.6820
H -4.1115 0.6883 1.0415
O 2.2969 -3.8996 0.5366
H 2.5878 -2.9760 0.7462
H 2.8208 -4.1562 -0.3028

Atomic partial charges in e from the Löwdin method, atoms 1 to 5:
1. H 0.050
2. N 0.079
3. C -0.284
4. N -0.033
5. C -0.205



Entry 5:
Density functional theory data (ωB97M-V/def2-TZVPD) for a cluster of 3 separate species, C2H8O4 in total at a distorted geometry.

## Properties
SMILES	CC(=O)O.O.O
largest force on an atom	4.70	eV Å⁻¹
orbital gap	11.033	eV
energy relative to the best compared isomer or geometry (same formula, charge and spin)	37.2	kcal per mole
charge	0
spin multiplicity	1
total energy	-381.93862	a.u.

Positions of all 14 atoms, in Å:
C 1.7073 0.7373 -2.5684
C 0.5992 0.6037 -1.5172
O -0.5456 0.3987 -1.5848
O 1.1430 1.0743 -0.3027
H 2.6674 0.4095 -2.1666
H 1.7124 1.7974 -2.8845
H 1.8075 -0.1374 -3.3775
H 0.8058 0.8212 0.5053
O -0.2465 0.5302 2.8798
H -0.5512 1.3021 3.4064
H -1.1323 0.1243 2.7280
O -2.6137 -2.1914 1.7569
H -2.1887 -3.0085 2.0569
H -3.1645 -2.4612 1.0684

Atomic partial charges in e from the Löwdin method, atoms 1 to 5:
1. C -0.009
2. C -0.534
3. O 0.138
4. O 0.059
5. H 0.062